The following is a quantum chemistry calculation of a structure of composition C16H20MoNOSe in a non-equilibrium geometry, from the OMol25 dataset.

The geometry in XYZ format:
```
40
Properties=species:S:1:pos:R:3:forces:R:3
C 2.41541 0.66167 1.69073 0.241 0.917 -0.720
C -2.12675 0.52765 -2.52290 -1.021 0.456 0.298
H -2.91271 1.04399 -0.50689 -0.142 0.359 -0.349
C 1.65008 1.84378 1.99670 1.001 -0.730 -0.718
Mo 0.34561 -0.07376 1.74997 0.238 -2.842 -5.262
C -1.18201 -2.16720 1.52657 0.752 0.012 0.562
H -0.29302 2.35057 -3.24790 0.026 -0.054 -0.119
C 2.13776 0.31990 0.30605 0.027 1.334 0.120
C 1.26680 1.32781 -0.22081 0.651 -0.172 0.453
H 1.72200 2.42553 2.90523 -0.273 -0.371 0.051
H 0.75942 -1.01867 -3.58106 -0.124 -0.110 0.021
H 1.03837 1.45605 -1.28156 -0.505 -0.397 0.618
C -1.93855 0.97751 -1.03454 0.644 -1.131 -0.127
O -1.17199 -0.01533 -0.50781 0.508 -0.141 1.297
C -0.72179 -2.00537 2.86258 0.601 -0.520 -1.107
N -0.20568 0.60071 3.41086 -1.410 1.619 6.367
H -1.35545 -1.97928 3.74038 0.167 0.335 -0.101
H -2.72556 1.27186 -3.06430 -0.223 0.078 -0.157
H 2.19401 -2.30876 1.15905 -0.506 0.089 0.154
H 2.57683 -0.49414 -0.27664 -0.261 0.368 0.385
H -2.22675 -2.25313 1.22649 0.512 0.314 -0.015
H 0.90152 1.22490 -3.95705 -0.107 0.159 -0.024
H 0.29865 3.09679 0.72016 0.020 -0.087 0.058
C -0.27596 0.62842 4.60543 0.100 0.050 -4.185
H -0.57262 1.63936 -4.84549 0.074 0.180 -0.083
C -0.17072 1.43347 -3.83991 0.353 0.338 -0.190
H -1.43696 1.97539 -0.96875 -0.278 0.050 -0.282
H -0.49205 -1.68295 -2.49842 -0.062 0.234 -0.119
C 0.72806 -2.01581 2.85435 -0.283 -0.160 0.092
H 1.38965 -2.01447 3.71744 -0.337 0.100 -0.136
H -0.04003 -2.48477 -0.38245 -0.083 0.508 0.094
C -0.03092 -2.25658 0.67457 0.435 0.155 0.894
H -0.78417 -1.56431 -4.24531 0.035 -0.179 -0.035
Se -0.16768 0.45820 6.32091 -0.054 0.007 1.724
H 3.16220 0.19149 2.30615 -0.039 -0.063 0.194
C 0.94796 2.23919 0.81972 -0.007 -0.437 -0.280
C -0.86622 0.29737 -3.22447 0.272 0.116 0.315
C -0.32130 -1.05568 -3.38332 0.341 -0.501 -0.091
C 1.16174 -2.17865 1.49159 -1.138 -0.122 0.256
H -2.67716 -0.42276 -2.49534 -0.143 0.240 0.145
```
Positions in Å, forces in eV/Å.

Properties
LUMO (spin up / spin down) ... 0.1117 / 0.1117 Eh
HOMO energy (spin up / spin down) ... -3.0 / -2.7 eV
E ... -87652.775 eV
Expectation value of S² ... 2.01
2S+1 ... 3
Net charge ... -1

The following is a quantum chemistry calculation of an isolated molecule of C16H20N2O4S2, from the OMol25 dataset.

The geometry in XYZ format:
```
44
Properties=species:S:1:pos:R:3:forces:R:3
H 2.00654 -3.33170 -0.21098 -0.097 0.079 -0.178
C -2.34473 0.54477 2.20062 0.433 0.094 -0.136
C -2.59350 -2.06345 0.27079 -0.232 0.071 -0.172
C 1.52531 -2.57318 -0.83330 0.067 -0.204 -0.028
H 1.84475 0.62754 1.02618 0.203 -0.057 0.154
C -1.73867 -2.80318 1.07264 0.058 -0.065 -0.021
C -3.06645 1.40956 1.43885 0.028 -0.095 0.134
C 3.41356 -1.32799 0.07926 0.384 0.324 0.010
H -0.40413 -1.17056 -2.13026 0.030 0.040 -0.156
H 1.86758 3.43777 0.19991 -0.112 0.263 -0.163
C -0.40731 -2.95888 0.73912 0.006 -0.048 0.043
H 1.56440 -2.89216 -1.88226 0.016 -0.060 0.142
C -4.20868 -0.53611 -1.48883 -0.218 0.002 0.048
H 4.73937 0.01549 1.03063 0.011 -0.106 -0.054
H -3.62918 -1.96172 0.55465 -0.095 0.045 -0.008
H -2.65120 2.71256 -0.30214 -0.075 0.175 -0.142
S 0.28819 2.10152 -0.64465 0.001 0.453 0.463
O -2.83456 -0.69694 -1.73835 0.346 -0.085 -0.014
N 1.45787 2.55336 0.45722 -0.647 -0.024 -0.594
C -1.00436 1.56376 0.43059 0.445 -0.114 -0.029
H -4.38882 -0.03726 -0.53093 0.004 -0.048 -0.038
H 1.92855 -0.53340 -1.12783 0.239 0.033 0.116
C -2.10091 -1.46341 -0.88250 0.106 -0.043 -0.014
H -4.58273 0.09066 -2.29672 -0.030 -0.038 0.067
H 5.00619 -0.18170 -0.69470 0.019 -0.033 0.076
H -4.73432 -1.49674 -1.50368 0.017 0.036 0.016
O 0.74253 0.99054 -1.43819 -0.093 0.016 0.200
C 0.08735 -2.38328 -0.42635 -0.083 -0.009 -0.060
C 4.23241 -0.03780 0.06468 0.004 0.083 0.062
H 2.87526 1.84535 1.78858 -0.104 -0.101 -0.025
C -0.76139 -1.63972 -1.22778 -0.200 -0.039 0.068
H -2.67653 -0.03525 3.03851 -0.072 -0.142 0.176
O 3.80501 -2.28984 0.71447 0.148 -0.214 0.206
H -4.10671 1.62778 1.60194 -0.167 0.014 0.047
C -2.29250 1.99954 0.41623 0.235 0.119 -0.283
H -2.12627 -3.26358 1.96956 -0.039 -0.053 0.087
C 2.41787 1.53846 0.84374 0.288 -0.329 -0.123
H 0.24917 -3.53406 1.37352 0.098 -0.085 0.071
C 3.49228 1.26659 -0.21250 -0.048 -0.183 0.124
S -0.71067 0.43049 1.68593 -0.464 0.092 0.121
H 3.02304 1.23947 -1.19634 0.095 0.063 0.023
O -0.14932 3.28308 -1.31864 -0.063 0.140 0.113
N 2.30920 -1.36102 -0.68859 -0.416 0.032 -0.279
H 4.21288 2.08901 -0.21567 -0.028 0.004 -0.053
```
Positions in Å, forces in eV/Å.

Properties
LUMO ... 0.0176 Eh
HOMO energy ... -8.6 eV
E ... -49756.994 eV
2S+1 ... 1
Relative energy (zero: lowest compared OMol25 entry of this formula, charge and spin) ... 166.94 kJ/mol
SMILES string ... COc1cccc(CNC(=O)CCCNS(=O)(=O)c2cccs2)c1

The following is a quantum chemistry calculation of a cluster of 4 separate species, C16H20N4 in total in a non-equilibrium geometry, from the OMol25 dataset.

The geometry in XYZ format:
```
40
Properties=species:S:1:pos:R:3:forces:R:3
H -0.32476 -1.61652 -6.59348 -0.198 0.032 0.647
N -2.14239 5.03741 0.33991 -0.553 1.018 -1.763
C -1.50268 3.21529 1.40099 -0.491 -0.104 -2.185
C 0.12581 -3.62624 -6.41700 0.969 1.014 -2.735
H -1.83099 -0.33413 0.43598 0.109 -0.088 -0.099
C 2.08471 -0.56578 4.69061 -0.183 0.049 -2.859
C -3.17621 4.78190 1.20073 0.487 0.104 -0.194
H -4.08171 5.35474 1.33607 0.343 0.186 -0.246
H 0.44387 -3.74680 -7.44204 0.157 -0.144 0.210
H -0.94038 2.30722 1.56113 -0.305 0.028 0.542
H 1.88561 2.68028 4.28426 0.261 0.020 0.178
C -0.94096 -0.77238 0.00915 1.954 0.253 0.003
H 1.02357 0.35997 3.05570 -0.173 0.492 0.189
C 0.43846 -0.36081 0.20530 0.035 -0.723 -0.777
C -2.79438 3.64945 1.81527 0.321 -2.053 2.603
H -0.86242 -4.32706 -3.43167 0.200 0.031 -0.012
C 0.04157 -4.44179 -5.38247 1.911 -6.475 -1.872
H 3.60884 1.63349 6.37152 -0.170 0.822 -0.398
H 2.31471 -1.13413 -0.75853 -0.125 -0.299 0.110
H 0.28258 -5.48679 -5.25481 0.324 -0.165 -0.989
H -1.71347 -2.41432 -1.16699 0.262 -0.231 -0.220
N 3.01358 -0.13267 5.56475 -0.609 -0.186 0.486
H -2.07592 5.80531 -0.31279 -0.295 -0.157 0.184
C -1.23332 4.02550 0.32016 0.908 1.096 1.077
H -3.27903 3.13354 2.63096 -0.449 0.221 -0.084
H 0.79010 0.46375 0.80767 0.009 -0.017 -0.134
C -0.86064 -1.83941 -0.83748 -1.598 -0.710 0.080
C 2.14289 1.66529 4.54884 1.066 0.715 1.081
C -0.54235 -3.87897 -4.36075 -1.681 1.838 4.662
N -0.31467 -2.42298 -5.98550 0.070 0.407 -0.423
H -1.17703 -1.82112 -4.12104 0.195 0.212 -0.161
C 2.99576 1.22670 5.58092 0.121 0.412 -0.513
C -0.68395 -2.59359 -4.69252 -1.931 3.252 0.747
C 1.25744 -1.20867 -0.55113 -1.626 0.453 0.670
N 0.41849 -2.15822 -1.14441 1.513 1.264 0.262
H 0.78036 -2.86830 -1.76485 -0.543 0.132 0.011
H 3.68821 -0.69399 6.06462 -0.499 0.062 0.073
H -0.38094 4.15901 -0.32946 0.042 -0.369 0.072
H 1.87821 -1.58494 4.39896 0.400 -0.147 0.471
C 1.64345 0.53080 3.92344 -0.226 -2.245 1.308
```
Positions in Å, forces in eV/Å.

Properties
LUMO ... 0.0330 Eh
HOMO energy ... -7.9 eV
E ... -22873.854 eV
2S+1 ... 1
Relative energy (zero: lowest compared OMol25 entry of this formula, charge and spin) ... 321.48 kJ/mol
SMILES string ... c1cc[nH]c1.c1cc[nH]c1.c1cc[nH]c1.c1cc[nH]c1

The following is a quantum chemistry calculation of an isolated molecule of C16H20N4O3 in a non-equilibrium geometry, from the OMol25 dataset.

The geometry in XYZ format:
```
43
Properties=species:S:1:pos:R:3:forces:R:3
N -1.60460 0.02092 -1.53460 -0.345 0.836 -0.203
C -1.70886 2.19846 -1.60278 0.445 -1.616 0.059
C 3.76532 -0.69963 1.23942 -0.013 -0.027 0.008
C -1.55516 -1.87000 0.03548 -0.042 0.330 -0.735
C 0.15994 -1.73097 1.78894 -0.216 0.039 0.285
H -0.23203 -2.70361 2.10621 0.141 0.121 -0.036
C 1.66688 -1.75353 1.77122 -0.046 -0.181 0.003
C -0.36166 -0.65566 2.74965 -0.047 -0.272 -0.087
H 1.82672 -3.65791 2.72925 -0.077 -0.091 0.032
C 2.36776 -2.82266 2.30870 -0.122 0.094 -0.046
O -3.35560 3.73689 -1.65809 -0.193 0.137 -0.017
O -1.31025 4.40603 -1.65429 0.130 0.135 -0.004
N -2.15427 3.52844 -1.64113 -0.295 0.495 -0.006
H 6.36289 -2.58255 2.37298 0.079 -0.031 0.029
C 3.75167 -2.82908 2.31396 0.082 0.071 -0.019
C -1.85855 -1.38463 -1.40532 -0.062 -0.671 0.372
H 6.35433 -0.82714 2.15185 0.090 0.027 0.029
N -0.34048 -1.49352 0.44527 0.499 0.067 0.148
C -3.94858 0.83690 -1.46713 -0.230 -0.021 0.034
C -2.48382 1.03195 -1.53779 0.052 0.570 -0.012
H -2.89889 -1.60537 -1.64103 0.136 0.048 0.065
H 4.30797 0.13584 0.82054 0.061 0.099 -0.046
H -0.03395 0.33170 2.43234 0.054 0.104 -0.033
H 0.20561 -0.89018 -0.16123 -0.133 -0.144 0.014
H 4.27843 -3.67113 2.73936 0.072 -0.079 0.043
H -4.30801 0.32141 -2.35787 -0.051 -0.042 -0.032
H 0.01431 -0.84237 3.75182 0.030 0.023 0.134
H -4.44047 1.80327 -1.40215 0.023 -0.130 -0.002
O -2.35195 -2.52413 0.66960 -0.321 -0.288 0.284
H 0.93714 3.22611 -0.80186 0.053 0.033 -0.008
H -1.20076 -1.92287 -2.09310 -0.126 0.110 -0.022
N -0.32922 0.44775 -1.57321 0.764 0.125 -0.250
H -1.44836 -0.68002 2.77111 -0.110 0.028 0.014
H 1.86495 0.16229 0.81841 -0.073 0.131 -0.055
H 6.33605 -1.88949 0.74926 0.099 -0.015 -0.028
C 2.38434 -0.68864 1.23677 0.007 -0.064 0.045
C -0.35549 1.76146 -1.61854 -0.518 0.113 0.032
C 5.96842 -1.77006 1.76841 0.009 0.010 -0.057
H 1.74562 1.91878 -1.70504 0.061 -0.040 -0.002
H 0.86674 3.21617 -2.55030 0.066 0.029 0.003
C 4.47066 -1.76943 1.77947 -0.041 -0.044 0.046
C 0.87944 2.57375 -1.67184 0.157 0.032 -0.007
H -4.20928 0.23764 -0.59540 -0.050 -0.052 0.024
```
Positions in Å, forces in eV/Å.

Properties
LUMO ... -0.0032 Eh
HOMO energy ... -9.2 eV
E ... -29017.674 eV
2S+1 ... 1
Relative energy (zero: lowest compared OMol25 entry of this formula, charge and spin) ... 317.70 kJ/mol
SMILES string ... Cc1ccc([C@@H](C)NC(=O)Cn2nc(C)c([N+](=O)[O-])c2C)cc1

The following is a quantum chemistry calculation of a structure of composition C16H20N4O3RuS2, from the OMol25 dataset.

The geometry in XYZ format:
```
46
Properties=species:S:1:pos:R:3:forces:R:3
H -1.80109 3.72689 -0.92602 0.006 0.001 -0.011
C 1.09834 1.05185 2.34864 0.241 -0.013 0.074
H 2.99900 0.46369 2.60725 -0.012 -0.010 0.079
C -0.56383 -3.80415 -0.87738 0.048 0.068 0.048
H -2.05613 -3.15332 -2.89839 0.018 -0.017 0.012
C 1.04844 -2.00825 2.98640 0.019 0.103 0.068
S 1.50601 0.63261 -1.13943 0.375 0.130 -0.184
C 2.73744 -1.88517 1.26531 0.025 0.129 -0.024
H -0.52351 5.74485 -1.72649 -0.020 -0.011 0.010
C 1.93272 3.39298 -1.82764 0.029 0.146 -0.042
C -1.04631 -2.46019 -1.29949 -0.088 -0.126 -0.229
C 1.00264 -3.38409 2.83343 -0.030 -0.072 0.002
C -4.62303 1.17891 -1.42069 0.020 0.025 0.040
H 0.45150 -1.51846 3.74579 0.000 -0.025 -0.035
C 1.82457 -4.01398 1.90762 -0.013 0.022 -0.020
Ru -0.66518 0.55515 -0.58175 -0.212 0.072 0.481
N 2.05783 0.14145 2.41945 -0.134 0.168 -0.233
H 0.48397 -3.89849 -1.16939 0.005 0.006 0.014
H -1.13469 -4.61033 -1.33088 -0.009 0.017 -0.012
C 1.14899 2.35583 -1.39469 -0.167 -0.205 0.052
C -0.03571 4.78548 -1.63391 -0.028 -0.039 0.018
H -0.60816 -3.86571 0.20730 0.000 -0.030 0.024
C 1.91308 -1.26634 2.19399 -0.001 -0.329 0.088
H -2.15205 -1.42631 -2.64122 0.000 -0.015 -0.009
O -2.48793 0.31743 -2.15513 0.008 0.143 -0.014
H 3.35179 -3.75462 0.42197 0.004 0.012 -0.004
C 2.69071 -3.26421 1.12408 0.001 -0.035 0.000
H 1.87680 5.48929 -2.29292 0.005 -0.011 -0.001
H -5.14809 0.75947 -0.56223 0.006 -0.003 0.000
S -0.54297 0.70386 1.91368 -0.087 0.074 -0.120
O -0.70321 -1.45359 -0.59507 -0.046 0.050 0.131
N -1.78738 -2.33727 -2.37124 -0.003 0.014 0.047
H 0.63765 2.97946 2.71316 0.002 0.010 -0.028
H 3.43553 -1.29626 0.68152 -0.003 -0.011 -0.004
H -5.00913 0.76355 -2.34570 0.005 0.000 -0.009
N -0.15006 2.50354 -1.09128 0.156 -0.067 -0.112
N 1.39245 2.31517 2.65546 -0.015 0.023 0.043
H 2.26439 2.56735 3.09848 0.001 -0.013 -0.006
H 0.35211 -3.96996 3.46964 -0.004 0.015 -0.019
H 2.97485 3.24764 -2.07452 -0.002 -0.006 0.002
O -2.54566 1.30182 -0.21695 -0.062 -0.234 -0.185
C -0.75568 3.68431 -1.19975 -0.093 0.083 0.047
H 1.80740 -5.09196 1.81424 0.005 0.005 0.010
H -4.78785 2.25710 -1.39773 -0.005 -0.006 -0.004
C -3.16804 0.90706 -1.28932 -0.026 0.017 0.018
C 1.30749 4.63593 -1.94817 0.082 -0.056 -0.003
```
Positions in Å, forces in eV/Å.

Properties
LUMO (spin up / spin down) ... -0.2595 / -0.3197 Eh
HOMO energy (spin up / spin down) ... -14.6 / -14.6 eV
E ... -53258.613 eV
Expectation value of S² ... 6.02
2S+1 ... 5
Relative energy (zero: lowest compared OMol25 entry of this formula, charge and spin) ... 0.00 kJ/mol
Net charge ... +2

The following is a quantum chemistry calculation of an isolated molecule of C16H20N4O4 in a non-equilibrium geometry, from the OMol25 dataset.

The geometry in XYZ format:
```
44
Properties=species:S:1:pos:R:3:forces:R:3
H -6.07178 -3.56358 -1.35856 1.375 -2.343 0.208
H 1.37727 3.18234 2.01104 -1.532 -0.690 0.766
C 2.35148 3.29652 1.68048 4.630 1.389 -1.527
H -3.25760 -0.58912 -0.32879 -0.869 0.603 -0.102
C 0.73869 -0.09403 -0.05589 0.163 -4.895 2.407
O -0.94622 -1.10368 -2.05476 1.019 -0.229 0.007
H -3.38366 -1.24365 -2.78413 0.469 -1.492 1.502
N -0.67267 -0.59705 0.17997 -1.316 2.098 0.236
C -2.79161 -1.48439 -0.68312 -0.860 -1.951 -1.702
H 0.52889 1.17643 -1.78455 1.395 -0.183 1.864
O -3.35061 -5.06173 -1.30418 3.073 -1.776 -0.271
H 5.41995 4.64272 2.68559 -2.181 0.605 -1.991
H 2.93400 4.33733 3.40392 1.095 -0.123 -0.886
C 2.84407 2.87896 0.41448 -3.804 -0.916 0.406
H 2.79005 -0.37163 2.64439 -2.039 0.845 -2.765
C 2.26561 1.94223 -0.56263 2.297 -1.128 -1.542
H -5.04369 -2.58852 0.20997 0.286 -0.228 -0.727
N 4.30426 2.78096 -1.27965 2.909 -5.268 -3.903
C 4.05134 3.30174 -0.08090 -0.226 -0.105 1.085
H -1.24350 -0.00605 0.96091 1.906 -2.017 -2.438
N -3.42785 -1.95443 -2.00057 -0.019 0.770 1.171
O 0.41705 0.50267 2.43402 2.277 -1.079 -4.710
C -4.21983 -3.31352 0.23767 0.642 -1.302 2.480
H 1.25463 -0.99428 -0.56714 -0.421 1.334 1.318
H -1.88536 -3.05761 0.60251 -1.980 0.014 -0.328
H -2.94165 -1.78925 1.39638 -0.301 -2.193 -1.371
C 1.00251 1.15558 -0.70654 -3.756 3.611 -2.030
C -1.39709 -1.09510 -0.93337 1.422 1.748 0.493
C -4.22111 -4.40065 -0.88578 -3.680 2.691 0.554
C 3.34016 4.02103 2.40223 -3.643 0.843 1.093
H 0.18896 1.63581 -0.11722 0.349 1.375 -0.670
C 4.54263 4.49788 1.87611 3.286 -2.123 2.949
O 2.41283 -0.27850 1.66544 0.946 -0.388 1.438
H -5.97797 -5.22530 -2.02388 2.210 1.926 1.769
H 5.92662 3.82298 0.18177 -0.006 1.238 1.108
N -5.50953 -4.48466 -1.35839 -3.958 0.533 -1.685
H -4.51450 -3.88180 1.18697 0.641 0.367 -1.104
H 5.37299 2.30551 -1.64085 -4.023 2.460 1.855
C 4.94256 3.96044 0.67324 1.917 0.946 -0.365
H 3.39695 1.27407 -2.53132 -0.747 0.594 2.333
C 3.28487 1.78128 -1.48759 0.259 1.306 -2.132
C -2.91039 -2.54959 0.48002 1.130 2.408 0.436
H -3.06121 -2.89401 -2.23873 0.004 1.328 -0.261
C 1.13947 0.12567 1.44140 -0.338 -0.602 5.031
```
Positions in Å, forces in eV/Å.

Properties
LUMO ... 0.0181 Eh
HOMO energy ... -8.2 eV
E ... -31062.779 eV
2S+1 ... 1
Relative energy (zero: lowest compared OMol25 entry of this formula, charge and spin) ... 660.02 kJ/mol
SMILES string ... NC(=O)CC[C@H](N)C(=O)N[C@@H](Cc1c[nH]c2ccccc12)C(=O)O